ORCA calculation (the ωB97M-V functional and the def2-TZVPD basis) on a molecular structure, C31H52BrIrN4P3 in a non-equilibrium geometry.

```
92
Properties=species:S:1:pos:R:3:forces:R:3
P 2.998 0.629 -1.729 0.75 -0.73 0.45
N -5.622 -1.445 3.204 1.29 3.02 -1.84
H 1.475 1.574 5.330 -0.02 0.09 -0.42
H 3.987 -1.542 -1.726 0.12 0.23 0.19
C 3.946 0.437 -4.456 0.46 -0.06 -0.37
C 5.703 -0.236 -1.505 0.42 0.02 -0.04
H 5.871 0.022 -2.559 -0.06 -0.06 0.36
H 6.331 -1.107 -1.277 -0.09 0.24 -0.07
C 2.770 0.208 -3.522 -0.89 0.63 -0.03
Br 1.402 2.925 -2.881 -1.41 0.71 0.51
H 0.650 -3.277 0.741 -0.01 -0.07 -0.41
C -4.419 0.627 3.210 -0.65 -0.75 -0.29
H -6.409 -2.110 1.390 0.05 0.12 0.23
C -2.803 2.382 -0.931 -2.27 -0.01 1.21
H 4.723 4.024 -1.364 0.09 -0.26 -0.25
H -3.626 2.692 1.741 0.25 -0.42 -0.21
H 3.959 3.356 -2.810 0.37 -0.10 0.26
H -4.778 1.544 -0.871 0.44 -0.47 0.11
H -0.281 -3.322 -2.776 0.11 0.31 0.23
H -4.817 -0.637 4.928 0.00 0.03 -0.15
H -2.151 3.813 0.581 0.18 -0.13 -0.29
P 1.185 0.239 1.409 -1.15 -0.89 0.04
H 0.617 -0.672 5.426 -0.11 -0.02 -0.41
H -1.587 -1.698 1.847 -0.02 -0.24 -0.20
H 2.774 2.781 -0.655 0.35 -0.12 -0.10
H -5.513 -0.207 0.075 -0.21 -0.28 0.37
C 0.473 -0.662 4.333 0.11 0.06 0.44
N 2.581 1.107 3.613 -1.93 -1.77 -1.42
H -1.134 0.241 2.329 0.38 0.10 -0.03
H -3.259 1.586 -2.925 0.24 0.15 0.22
C 1.550 -1.383 2.276 0.45 -0.39 0.41
H 5.469 2.615 -2.169 -0.36 0.16 0.08
H -0.448 1.867 2.247 0.06 -0.23 0.14
P -0.054 -1.700 -1.008 -0.90 -1.68 0.51
H -2.421 -2.187 -1.089 0.22 0.06 0.25
H 1.134 2.604 3.894 0.07 -0.16 0.16
H 0.719 -2.086 2.130 0.12 0.42 -0.05
H -0.796 1.216 -3.428 -0.39 0.23 0.42
H 2.304 -3.631 -1.836 0.04 0.09 0.34
C -1.829 3.135 -0.213 2.23 0.13 0.73
C 2.852 -0.289 4.023 1.34 -0.72 1.33
C 4.512 3.087 -1.900 0.30 0.43 0.01
H -1.164 -1.857 -4.644 -0.14 -0.01 0.28
C -2.474 1.870 -2.218 0.65 -0.67 -1.05
C -4.060 1.906 1.116 -0.33 0.01 1.50
C 1.335 1.584 4.237 -0.40 0.51 0.89
H 2.436 -0.842 -3.552 0.32 0.22 0.28
H -1.530 -3.327 1.107 -0.30 0.32 0.04
H 2.611 -4.319 -0.226 -0.17 0.22 -0.28
C 3.662 2.217 -0.984 -0.32 -0.19 -0.28
C -0.184 1.932 -1.468 0.09 1.55 -1.36
H -3.066 -2.435 1.235 0.34 -0.04 -0.05
C -1.162 1.606 -2.475 -1.23 0.39 -0.65
H 4.215 1.929 -0.077 0.05 -0.17 -0.34
H -0.366 -1.323 4.066 0.29 0.22 0.11
H 4.098 -0.755 -0.133 0.18 -0.16 -0.14
H 3.539 0.915 1.752 -0.32 0.00 0.12
C 4.252 -0.607 -1.213 -0.43 -0.10 0.10
C 2.574 1.251 2.162 0.87 0.45 0.17
Ir 0.785 0.404 -0.765 2.51 -1.14 0.15
H -3.847 1.355 3.784 -0.30 -0.24 0.04
N 1.714 -1.183 3.712 -0.30 1.97 -0.92
H 0.132 -4.082 -0.733 0.03 0.36 0.11
C -1.989 -2.329 1.039 -0.01 -0.15 0.17
C -1.788 -1.691 -0.335 -0.07 0.17 -0.30
H 4.651 -0.406 -4.420 -0.13 0.37 -0.04
H 2.439 2.305 1.881 -0.08 -0.21 0.10
H 0.320 3.372 0.092 -0.42 0.12 -0.15
H 3.548 0.503 -5.481 0.28 -0.03 0.31
C 0.742 -3.246 -0.352 -0.03 0.20 0.47
H 1.913 0.819 -3.864 0.53 -0.63 0.11
H -2.099 -0.631 -0.308 0.04 -0.36 -0.13
H -2.284 -1.923 -3.265 0.20 0.01 -0.13
C -3.969 1.949 -0.258 0.54 0.47 -1.99
H -1.265 -0.501 -3.522 -0.09 -0.42 -0.10
C 2.202 -3.445 -0.756 0.23 -0.10 0.01
C -0.177 -2.225 -2.774 0.34 0.60 -0.13
H 3.011 -0.309 5.117 0.02 0.04 -0.56
H 0.802 -1.992 -3.215 -0.23 -0.20 0.00
C -4.642 0.789 1.821 -0.13 -0.08 -0.29
C -5.834 -1.330 1.897 -0.85 -1.05 -1.12
C -4.945 -0.500 3.853 0.16 -0.19 1.71
N 0.176 0.723 3.914 0.68 -0.21 -0.14
H 6.055 0.592 -0.878 -0.08 -0.14 -0.18
H 2.457 -1.835 1.848 -0.19 0.12 0.10
C -1.292 -1.589 -3.587 -0.16 0.14 -0.35
H 4.479 1.371 -4.233 -0.14 -0.28 -0.17
C -0.219 0.825 2.515 0.27 0.17 -0.26
H 2.826 -2.584 -0.479 -0.27 -0.27 -0.09
H 3.747 -0.656 3.500 -0.23 0.14 0.28
C -0.500 2.901 -0.454 -1.33 0.82 0.58
C -5.343 -0.249 1.149 0.12 -0.17 1.19
```
Forces are in eV/Å.

max |F|: 0.0733 hartree/bohr
energy above the lowest of the compared OMol25 structures with the same formula, charge and spin: 253.7 kJ/mol
molecular weight: 845.83 g mol⁻¹
2S+1: 6
E: -139652.501 eV
charge: +4